{
  "formula": "C52H104O39",
  "method": "the ωB97M-V functional and the def2-TZVPD basis",
  "homo_energy_ev": -10.443,
  "e_above_lowest_kj_mol": 610.99,
  "gap_ev": 10.79,
  "elements": ["C", "C", "O", "C", "O", "O", "C", "H", "H", "H", "H", "H", "H", "H", "H", "C", "C", "O", "C", "O", "O", "C", "H", "H", "H", "H", "H", "H", "H", "H", "C", "C", "O", "C", "O", "O", "C", "H", "H", "H", "H", "H", "H", "H", "H", "C", "C", "O", "C", "O", "O", "C", "H", "H", "H", "H", "H", "H", "H", "H", "C", "C", "O", "C", "O", "O", "C", "H", "H", "H", "H", "H", "H", "H", "H", "C", "C", "O", "C", "O", "O", "C", "H", "H", "H", "H", "H", "H", "H", "H", "C", "C", "O", "C", "O", "O", "C", "H", "H", "H", "H", "H", "H", "H", "H", "C", "C", "O", "C", "O", "O", "C", "H", "H", "H", "H", "H", "H", "H", "H", "C", "C", "O", "C", "O", "O", "C", "H", "H", "H", "H", "H", "H", "H", "H", "C", "C", "O", "C", "O", "O", "C", "H", "H", "H", "H", "H", "H", "H", "H", "C", "C", "O", "C", "O", "O", "C", "H", "H", "H", "H", "H", "H", "H", "H", "C", "C", "O", "C", "O", "O", "C", "H", "H", "H", "H", "H", "H", "H", "H", "C", "C", "O", "C", "O", "O", "C", "H", "H", "H", "H", "H", "H", "H", "H"],
  "coordinates": [[-2.266, 8.354, 37.421], [-2.396, 7.114, 36.489], [-3.657, 6.957, 35.901], [-4.491, 6.085, 36.441], [-4.311, 5.404, 37.485], [-5.670, 6.026, 35.690], [-6.517, 4.924, 35.910], [-1.436, 8.260, 38.121], [-3.232, 8.466, 37.914], [-1.914, 9.110, 36.719], [-2.154, 6.153, 36.944], [-1.746, 7.242, 35.624], [-5.994, 4.235, 36.574], [-6.846, 4.345, 35.047], [-7.471, 5.184, 36.369], [0.405, 2.888, 30.457], [-1.030, 3.145, 29.925], [-1.480, 4.443, 30.265], [-2.134, 4.583, 31.410], [-2.641, 3.698, 32.064], [-2.007, 5.836, 31.825], [-2.614, 6.271, 33.028], [1.095, 3.721, 30.317], [0.908, 2.151, 29.831], [0.427, 2.558, 31.495], [-1.789, 2.398, 30.155], [-0.942, 3.149, 28.838], [-2.201, 7.211, 33.393], [-2.502, 5.638, 33.908], [-3.672, 6.351, 32.778], [3.936, 10.343, 30.369], [3.427, 10.768, 31.755], [4.400, 11.449, 32.505], [4.588, 12.761, 32.471], [4.008, 13.575, 31.722], [5.658, 13.065, 33.203], [6.197, 14.409, 33.254], [3.186, 10.048, 29.635], [4.489, 9.413, 30.499], [4.466, 11.183, 29.920], [3.026, 9.867, 32.219], [2.551, 11.373, 31.520], [5.450, 15.120, 33.607], [6.407, 14.807, 32.262], [7.040, 14.469, 33.942], [1.134, 13.765, 34.102], [-0.428, 13.988, 33.932], [-0.801, 13.691, 32.642], [-1.394, 14.633, 31.813], [-1.790, 15.733, 32.155], [-1.475, 14.082, 30.576], [-2.178, 14.663, 29.541], [1.614, 14.278, 33.268], [1.422, 12.717, 34.019], [1.572, 14.164, 35.017], [-0.653, 15.005, 34.254], [-1.100, 13.384, 34.541], [-3.199, 14.282, 29.509], [-1.706, 14.412, 28.591], [-2.081, 15.747, 29.601], [-3.716, 11.222, 27.142], [-4.746, 11.001, 25.962], [-4.069, 11.394, 24.765], [-4.639, 11.290, 23.577], [-5.787, 10.923, 23.298], [-3.706, 11.526, 22.699], [-4.088, 11.810, 21.364], [-3.162, 12.161, 27.151], [-2.959, 10.444, 27.050], [-4.181, 11.012, 28.105], [-5.669, 11.549, 26.151], [-5.067, 9.960, 25.985], [-4.117, 12.876, 21.140], [-5.049, 11.360, 21.115], [-3.336, 11.411, 20.682], [1.312, 14.177, 29.867], [1.780, 13.308, 28.787], [0.816, 12.612, 28.075], [0.746, 12.731, 26.739], [1.285, 13.583, 26.064], [-0.117, 11.820, 26.343], [-0.600, 11.686, 25.004], [0.789, 13.540, 30.580], [0.566, 14.894, 29.525], [2.137, 14.671, 30.382], [2.320, 12.481, 29.249], [2.610, 13.724, 28.216], [-0.939, 12.652, 24.630], [-1.340, 10.888, 24.933], [0.187, 11.381, 24.315], [-3.012, 10.691, 34.477], [-1.740, 10.163, 33.863], [-1.788, 10.378, 32.512], [-0.761, 9.997, 31.779], [0.348, 9.717, 32.254], [-1.119, 10.085, 30.467], [-0.159, 9.848, 29.563], [-2.930, 11.004, 35.518], [-3.899, 10.090, 34.280], [-3.155, 11.660, 34.000], [-1.672, 9.087, 34.025], [-0.797, 10.528, 34.272], [0.589, 10.640, 29.594], [-0.540, 10.129, 28.581], [0.219, 8.829, 29.647], [5.787, 6.936, 28.094], [5.249, 6.693, 29.494], [3.880, 6.990, 29.452], [3.104, 6.991, 30.535], [3.521, 6.889, 31.729], [1.890, 7.152, 30.159], [0.814, 6.714, 31.043], [5.878, 8.008, 27.918], [5.170, 6.455, 27.336], [6.757, 6.439, 28.048], [5.718, 7.408, 30.170], [5.509, 5.742, 29.960], [0.898, 7.355, 31.921], [0.976, 5.705, 31.421], [-0.176, 6.755, 30.589], [-10.298, 6.304, 36.299], [-10.123, 6.910, 37.695], [-8.749, 7.355, 37.996], [-8.392, 8.516, 37.626], [-9.100, 9.399, 37.168], [-7.037, 8.591, 37.628], [-6.250, 9.537, 36.874], [-9.465, 5.630, 36.102], [-10.078, 7.074, 35.559], [-11.250, 5.815, 36.092], [-10.454, 6.151, 38.403], [-10.912, 7.642, 37.870], [-6.194, 10.498, 37.386], [-6.603, 9.597, 35.844], [-5.288, 9.054, 36.708], [-3.196, 7.920, 29.303], [-4.202, 6.898, 28.763], [-5.320, 6.767, 29.593], [-6.576, 6.621, 28.990], [-6.753, 6.705, 27.784], [-7.511, 6.352, 29.985], [-8.827, 6.203, 29.711], [-3.052, 7.776, 30.374], [-3.528, 8.943, 29.128], [-2.203, 7.859, 28.858], [-3.789, 5.891, 28.701], [-4.361, 7.017, 27.692], [-9.322, 5.614, 30.482], [-8.926, 5.792, 28.706], [-9.398, 7.131, 29.694], [-4.899, 18.225, 35.984], [-4.306, 16.825, 35.867], [-4.694, 16.361, 34.579], [-4.533, 15.037, 34.190], [-3.950, 14.095, 34.798], [-5.166, 14.901, 32.927], [-5.368, 13.694, 32.265], [-5.978, 18.085, 35.914], [-4.643, 18.838, 35.120], [-4.483, 18.772, 36.830], [-4.811, 16.188, 36.593], [-3.221, 16.868, 35.956], [-6.154, 13.762, 31.512], [-5.571, 12.874, 32.954], [-4.486, 13.478, 31.661], [-1.751, 12.954, 37.460], [-0.941, 14.065, 38.140], [-0.677, 15.157, 37.229], [-1.057, 16.387, 37.519], [-1.683, 16.767, 38.584], [-0.608, 17.252, 36.561], [-0.716, 18.739, 36.781], [-2.048, 12.150, 38.134], [-1.191, 12.559, 36.612], [-2.638, 13.358, 36.972], [0.014, 13.607, 38.397], [-1.305, 14.428, 39.101], [-1.765, 19.018, 36.876], [-0.277, 19.247, 35.922], [-0.195, 19.037, 37.691], [-8.531, 12.546, 36.271], [-8.354, 13.009, 34.813], [-8.639, 12.040, 33.940], [-7.766, 11.066, 33.647], [-6.552, 10.995, 33.996], [-8.413, 10.231, 32.848], [-7.754, 9.071, 32.393], [-7.674, 12.005, 36.673], [-9.445, 11.953, 36.328], [-8.640, 13.456, 36.860], [-7.372, 13.451, 34.645], [-9.116, 13.747, 34.558], [-7.140, 8.663, 33.196], [-7.253, 9.425, 31.492], [-8.552, 8.360, 32.177]],
  "atomic_forces_ev_per_a": [[0.29, -1.26, -1.33], [1.66, -0.39, 0.71], [-1.97, 0.15, -0.59], [-1.66, -2.63, 2.75], [-0.25, 2.35, -3.61], [2.07, 0.85, -0.05], [-0.44, -1.35, 1.27], [-0.28, -0.40, 0.21], [0.28, 0.65, 0.06], [-0.83, 0.78, 0.46], [0.18, 0.22, 0.34], [0.21, 0.00, 0.15], [-0.25, -0.07, 0.07], [0.80, 0.54, -0.75], [0.34, 0.62, 0.39], [-0.36, -0.34, -0.16], [1.20, -0.53, -0.86], [-0.24, 0.88, -0.13], [0.15, -1.13, 1.88], [0.00, 0.42, -0.66], [1.00, 0.81, -0.50], [-1.23, -0.24, 0.54], [-0.52, 0.50, 0.18], [-0.38, -0.53, 0.11], [0.01, 0.07, -0.04], [0.29, -0.02, 0.47], [-0.19, 0.21, -0.05], [0.09, 0.17, -0.95], [0.11, -0.76, -0.52], [-0.11, 0.32, 0.57], [0.44, -0.26, 0.36], [-2.00, -0.07, -2.51], [0.66, -0.18, 1.35], [-0.49, 2.16, -3.15], [0.88, -1.91, 2.03], [0.47, -0.14, 0.83], [-1.36, 0.57, -0.47], [-0.66, 0.27, 0.40], [0.81, 0.38, -0.22], [0.48, -0.30, -0.03], [0.55, 0.33, 0.86], [0.02, 0.55, 0.66], [-0.28, -0.26, 0.32], [0.45, -0.52, -0.11], [-0.05, -0.63, -0.31], [-1.18, -0.11, -0.52], [1.34, 0.61, 2.29], [-1.00, 0.77, -3.71], [-0.25, 0.24, 0.86], [0.65, -1.63, -0.65], [0.87, -1.23, 2.39], [-0.29, 1.26, -0.96], [0.03, 0.07, -0.05], [-0.18, -0.12, 0.00], [-0.45, 0.07, 0.14], [-0.07, 0.24, -0.49], [0.51, -0.33, 0.41], [-0.14, 0.36, 0.14], [0.22, -0.43, 0.15], [-0.65, 0.11, 0.14], [-0.42, -1.06, -1.02], [0.51, 0.45, 1.88], [-0.12, -0.06, 0.62], [-2.96, -1.76, -0.34], [2.01, 1.03, 1.15], [1.29, 0.93, -0.95], [-0.25, -0.24, -1.12], [-0.49, 0.18, -0.14], [0.18, -0.03, -0.10], [-0.22, 0.35, -0.04], [0.14, 0.48, -0.43], [0.34, -0.17, -0.54], [-0.11, 0.14, 0.55], [0.06, 0.03, 0.19], [0.10, -0.26, 0.33], [-1.28, 0.42, 0.83], [3.47, -1.12, 0.46], [-1.30, -0.26, -1.34], [0.04, 1.70, -0.31], [-0.26, -0.98, 0.39], [-0.86, -1.44, 0.09], [0.95, 0.58, -0.83], [0.10, 0.19, 0.22], [0.27, 0.29, -0.08], [0.00, -0.07, -0.20], [0.23, -0.08, 0.55], [-0.70, 0.46, -0.84], [-0.41, -0.14, 0.15], [-0.19, 0.44, 0.62], [0.40, 0.03, 0.22], [0.17, 1.42, -0.35], [0.35, -1.34, 2.30], [-0.81, 0.21, -2.53], [1.86, 0.49, 0.28], [-2.10, 0.13, -1.56], [-2.19, 0.30, 3.85], [2.29, 0.48, -2.49], [0.09, -0.65, 0.17], [0.17, -0.10, 0.13], [-0.40, 0.12, -0.18], [0.05, -0.30, 0.10], [-0.15, 0.56, 0.17], [0.80, -0.43, 0.63], [-0.54, -0.83, -0.17], [0.31, 0.28, -0.39], [0.16, -0.76, 0.45], [1.14, 1.11, 0.64], [-1.34, -0.28, -0.33], [3.25, -0.44, 4.16], [-1.27, 0.07, -3.74], [-2.76, -0.54, -0.96], [0.88, 0.44, 1.36], [0.00, -0.16, -0.20], [-0.14, 0.17, 0.04], [0.22, 0.33, -0.16], [0.14, 0.17, 0.11], [-0.57, -0.42, -0.43], [-0.47, 0.08, -0.05], [0.26, -0.09, -0.43], [0.56, 0.32, -0.45], [1.86, 0.84, -0.32], [-1.31, -0.52, 0.12], [-2.12, -3.36, 0.96], [1.33, 3.91, -3.18], [0.27, -0.63, 0.65], [0.02, -0.84, 0.82], [-0.76, -0.67, -0.50], [-0.28, -0.56, 0.25], [-0.58, 0.26, -0.15], [0.05, 0.20, 0.36], [1.10, -0.17, 0.41], [0.73, 0.86, -0.19], [0.08, -0.12, -0.20], [-0.54, 0.53, 0.25], [0.16, 0.15, 0.73], [-0.50, -0.06, 0.28], [2.07, -0.87, -1.28], [-3.56, 0.17, 0.07], [0.64, 0.07, -0.44], [-0.30, -0.27, 2.49], [4.60, 1.00, -0.02], [-2.51, -0.04, -1.59], [-0.09, 0.07, 0.02], [-0.17, -0.02, 0.13], [-0.14, -0.39, -0.29], [0.61, -0.15, 0.59], [-0.97, 0.82, 0.13], [0.44, -0.40, -0.14], [-0.40, -0.40, 0.10], [0.32, 0.49, 0.01], [0.24, -0.25, -0.90], [-0.16, 0.33, 0.28], [-0.03, -2.70, -2.01], [0.61, -1.99, 0.09], [-2.19, 3.75, -2.03], [0.63, 2.57, 2.97], [0.93, -1.39, -0.21], [-0.07, 0.52, 0.67], [0.21, -0.18, -0.22], [-0.59, -0.29, 0.36], [0.62, -0.15, 0.29], [-0.04, -0.44, 0.09], [-0.38, 0.56, 0.47], [0.07, -0.04, -0.06], [0.33, -0.34, 0.20], [-0.31, 1.02, -0.60], [0.20, -0.88, 0.51], [-0.08, 0.14, -0.35], [-1.67, 2.86, 3.96], [2.41, -1.63, -4.46], [-0.23, 0.28, 0.61], [-0.44, -1.39, 0.40], [0.21, 0.12, 0.10], [0.30, -0.25, 0.23], [-0.29, 0.10, 0.28], [0.38, 0.38, -0.26], [-0.58, 0.21, -0.39], [0.05, -0.15, -0.02], [0.01, -0.57, -0.04], [0.01, -0.31, -0.04], [0.07, 0.80, -0.51], [0.47, 2.24, 2.61], [0.04, -3.59, -2.71], [2.66, 0.34, 0.59], [-3.88, 0.19, -0.95], [-0.60, 0.72, 0.98], [-0.08, 0.04, -0.05], [-0.17, -0.15, -0.28], [0.16, -0.05, 0.23], [-0.13, -0.06, 0.24], [0.17, -0.01, -0.01], [0.15, 0.39, 0.40], [0.43, 0.04, -0.42], [0.55, -0.90, 0.03], [0.17, 0.05, -0.24]]
}

{
  "formula": "C11H19CoN2S5",
  "method": "the ωB97M-V functional and the def2-TZVPD basis",
  "homo_energy_ev": [-6.530, -6.529],
  "e_above_lowest_kj_mol": 0.00,
  "gap_ev": [5.48, 5.48],
  "elements": ["Co", "C", "C", "S", "C", "C", "S", "H", "H", "H", "H", "H", "H", "S", "C", "S", "S", "C", "C", "N", "C", "C", "N", "C", "C", "H", "H", "H", "H", "H", "H", "H", "H", "H", "H", "H", "H", "H"],
  "coordinates": [[0.948, -0.601, -1.769], [-3.626, -0.660, -1.906], [-2.178, -0.974, -1.641], [-1.008, 0.170, -2.302], [-1.731, -2.071, -1.019], [-2.601, -3.166, -0.480], [0.008, -2.335, -0.876], [-3.719, 0.291, -2.428], [-4.205, -0.592, -0.981], [-4.093, -1.424, -2.532], [-3.658, -2.914, -0.564], [-2.380, -3.368, 0.571], [-2.428, -4.098, -1.024], [4.345, -1.148, -4.472], [3.075, -0.855, -3.511], [3.109, -0.073, -1.917], [1.427, -1.340, -3.731], [-0.462, 1.165, 2.238], [-0.433, 0.425, 0.888], [0.893, 0.534, 0.275], [1.892, -0.071, 1.154], [1.930, 0.670, 2.507], [0.900, 1.764, 2.454], [1.213, 2.730, 1.345], [1.206, 1.937, 0.020], [-0.651, 0.507, 3.086], [-1.174, 1.989, 2.261], [-1.155, 0.841, 0.187], [-0.653, -0.636, 1.006], [2.864, -0.028, 0.665], [1.623, -1.120, 1.281], [2.889, 1.147, 2.705], [1.665, 0.036, 3.353], [0.907, 2.267, 3.338], [2.183, 3.170, 1.573], [0.450, 3.507, 1.385], [2.176, 1.998, -0.471], [0.453, 2.325, -0.666]],
  "atomic_forces_ev_per_a": [[0.10, 0.38, 0.26], [-0.08, -0.01, 0.00], [0.18, -0.04, 0.01], [-0.19, -0.03, 0.00], [0.03, 0.11, -0.06], [-0.04, -0.02, 0.01], [-0.05, -0.03, -0.04], [0.00, 0.01, 0.00], [0.00, 0.00, 0.00], [0.00, 0.00, 0.00], [0.01, 0.00, 0.00], [0.01, 0.00, 0.01], [0.00, -0.01, 0.00], [-0.02, 0.16, -0.03], [-0.16, -0.34, 0.16], [0.03, 0.00, -0.08], [0.20, -0.06, -0.19], [0.04, 0.05, 0.06], [-0.06, -0.03, 0.00], [-0.02, -0.14, -0.05], [0.06, -0.04, 0.00], [-0.02, 0.06, 0.05], [-0.01, -0.01, -0.01], [-0.01, 0.00, 0.06], [0.03, 0.08, -0.06], [-0.02, -0.01, -0.02], [-0.01, -0.02, -0.01], [0.01, -0.01, 0.01], [0.00, 0.02, 0.00], [-0.01, -0.01, 0.01], [0.01, 0.01, 0.00], [0.00, -0.02, -0.01], [0.03, -0.02, -0.02], [0.00, -0.01, 0.00], [0.00, 0.00, -0.02], [0.02, 0.01, -0.02], [-0.02, -0.01, -0.01], [0.00, -0.01, 0.00]]
}